142
Properties=species:S:1:pos:R:3 method="wB97M-V/def2-TZVPD" charge=0 homo_energy_ev=-8.827 homo_lumo_gap_ev=8.55 e_lumo_ev=-0.2802
C 3.242 -2.618 -2.933
O 4.011 -2.597 -3.844
N 3.606 -2.627 -1.690
N 1.982 -2.474 -3.049
H 4.602 -2.619 -1.521
H 2.937 -2.415 -0.964
H 1.522 -2.247 -2.179
H 1.501 -2.419 -3.935
C -3.635 6.066 1.966
O -4.505 6.731 1.427
N -2.564 6.494 2.446
N -3.748 4.843 2.201
H -1.899 5.887 2.904
H -2.277 7.386 2.067
H -4.129 4.375 1.391
H -3.001 4.343 2.661
C 3.865 -3.039 2.173
O 3.283 -3.623 1.300
N 5.095 -2.712 2.069
N 3.457 -2.955 3.415
H 5.475 -2.846 1.143
H 5.711 -2.540 2.850
H 2.650 -3.520 3.636
H 4.063 -2.523 4.098
C 1.561 -0.466 5.390
O 0.649 -0.286 4.578
N 1.937 0.450 6.280
N 1.996 -1.601 5.729
H 2.689 0.137 6.877
H 1.608 1.401 6.199
H 1.559 -2.405 5.301
H 2.889 -1.633 6.199
C -1.027 2.763 3.930
O -1.816 3.707 3.765
N -1.326 1.600 4.450
N 0.190 2.801 3.447
H -0.635 0.897 4.228
H -2.219 1.411 4.882
H 0.501 3.526 2.816
H 0.827 2.039 3.630
C 0.185 -0.566 0.256
O 1.124 -1.132 -0.304
N -0.632 0.221 -0.284
N -0.138 -0.649 1.515
H -1.557 0.358 0.097
H -0.235 0.816 -0.997
H 0.449 -1.174 2.146
H -0.909 -0.074 1.823
C -5.434 -1.578 0.815
C -4.999 -0.129 0.454
O -3.908 0.180 1.216
S -4.219 -0.398 2.742
O -5.164 0.531 3.401
O -2.960 -0.783 3.368
O -5.122 -1.707 2.212
H -4.864 -2.352 0.302
H -6.511 -1.738 0.751
H -5.793 0.575 0.705
H -4.683 -0.065 -0.587
C 4.961 0.962 1.362
C 3.553 0.599 1.632
O 3.104 1.596 2.551
S 4.289 1.921 3.689
O 4.275 0.830 4.644
O 4.347 3.303 4.133
O 5.393 1.595 2.537
H 5.203 1.604 0.515
H 5.528 0.044 1.209
H 3.453 -0.374 2.114
H 2.973 0.677 0.713
C 1.265 -4.925 -0.570
C 0.419 -5.257 0.665
O -0.406 -6.411 0.409
S 0.025 -7.107 -0.983
O -1.125 -7.670 -1.690
O 1.179 -7.985 -0.699
O 0.556 -5.629 -1.569
H 2.308 -5.213 -0.439
H 1.281 -3.850 -0.747
H -0.186 -4.387 0.921
H 0.968 -5.596 1.543
C 3.247 1.354 -4.813
C 4.736 1.219 -4.564
O 5.152 2.423 -3.941
S 3.839 3.114 -3.164
O 3.952 4.568 -3.235
O 3.779 2.494 -1.867
O 2.850 2.540 -4.294
H 2.551 0.614 -4.420
H 3.048 1.460 -5.880
H 5.499 1.037 -5.321
H 4.941 0.419 -3.852
C -2.683 -3.678 4.904
C -2.392 -4.956 5.826
O -1.004 -4.921 5.833
S -0.415 -4.760 4.278
O -0.219 -6.099 3.707
O 0.740 -3.849 4.199
O -1.852 -4.054 3.836
H -2.385 -2.760 5.411
H -3.729 -3.646 4.602
H -2.679 -5.919 5.404
H -2.770 -5.001 6.847
C -1.917 3.670 -6.255
C -0.619 3.274 -5.550
C -0.104 2.316 -6.546
O -1.200 1.549 -7.023
C -2.413 2.344 -6.853
H -1.665 4.366 -7.056
H -2.674 4.091 -5.593
H -0.778 2.780 -4.591
H 0.117 4.077 -5.550
H 0.677 1.697 -6.104
H 0.377 2.795 -7.400
H -3.045 1.824 -6.133
H -2.965 2.446 -7.787
C -2.102 -1.569 -3.970
C -2.419 -0.194 -4.477
C -3.499 0.359 -3.517
O -3.667 -0.712 -2.539
C -3.296 -1.995 -3.169
H -1.274 -1.649 -3.266
H -1.983 -2.198 -4.852
H -2.893 -0.224 -5.458
H -1.558 0.464 -4.361
H -4.527 0.396 -3.877
H -3.232 1.295 -3.026
H -4.081 -2.317 -3.853
H -3.261 -2.777 -2.410
C -1.258 4.250 -0.623
C 0.161 3.786 -0.512
C 0.343 3.075 -1.850
O -0.933 2.459 -1.995
C -1.992 3.244 -1.538
H -1.281 5.265 -1.018
H -1.724 4.303 0.361
H 0.430 3.172 0.348
H 0.886 4.599 -0.562
H 1.146 2.342 -1.771
H 0.499 3.725 -2.711
H -2.592 2.502 -1.012
H -2.511 3.818 -2.306

---

97
Properties=species:S:1:pos:R:3 method="wB97M-V/def2-TZVPD" e_above_lowest_kcal_mol=39.8 charge=0 homo_energy_ev=-9.443 homo_lumo_gap_ev=9.90 smiles=c1ccncc1.c1ccncc1.c1ccncc1.ClCCCl.ClCCCl.ClCCCl.ClCCCl.ClCCCl.ClCCCl.ClCCCl.ClCCCl e_lumo_ev=0.4610
N 3.904 0.725 1.733
C 4.255 0.937 0.457
C 3.975 0.021 -0.616
C 3.118 -1.016 -0.372
C 2.760 -1.202 0.964
C 3.156 -0.360 1.940
H 4.781 1.814 0.199
H 4.524 0.189 -1.536
H 2.928 -1.821 -1.016
H 2.063 -1.997 1.273
H 2.866 -0.576 2.955
N -0.125 -1.301 2.857
C -0.634 -0.081 2.973
C -0.477 0.742 4.091
C 0.084 0.206 5.232
C 0.485 -1.147 5.225
C 0.420 -1.805 4.049
H -1.031 0.336 2.033
H -0.784 1.764 4.056
H 0.226 0.812 6.086
H 0.909 -1.535 6.130
H 0.619 -2.853 3.987
N -4.465 0.897 3.488
C -5.202 0.529 4.495
C -5.852 1.418 5.373
C -5.911 2.748 5.100
C -5.217 3.176 3.897
C -4.509 2.217 3.220
H -5.057 -0.514 4.849
H -6.328 0.932 6.258
H -6.414 3.437 5.783
H -5.143 4.202 3.612
H -3.974 2.551 2.407
Cl -4.811 0.199 -0.297
C -3.911 -0.898 0.767
C -2.836 -1.722 0.129
Cl -3.603 -3.202 -0.508
H -4.740 -1.418 1.220
H -3.452 -0.130 1.448
H -2.100 -2.093 0.920
H -2.178 -1.235 -0.597
Cl 4.216 4.511 5.523
C 4.170 3.020 4.442
C 3.053 2.075 4.651
Cl 3.657 0.667 5.694
H 5.116 2.467 4.572
H 4.264 3.406 3.399
H 2.733 1.579 3.760
H 2.147 2.443 5.211
Cl 1.248 -6.546 -1.035
C 0.787 -5.625 0.409
C -0.070 -4.432 -0.060
Cl 0.754 -3.260 -1.186
H 1.728 -5.437 0.919
H 0.173 -6.263 1.079
H -0.290 -3.785 0.786
H -0.878 -4.851 -0.588
Cl 1.718 6.395 -2.194
C 2.851 5.799 -3.444
C 2.867 4.300 -3.442
Cl 4.016 3.517 -2.276
H 3.830 6.302 -3.213
H 2.497 6.309 -4.416
H 3.215 4.048 -4.466
H 1.890 3.901 -3.331
Cl -3.362 -2.473 -4.363
C -1.746 -3.100 -3.825
C -1.668 -4.570 -4.244
Cl -2.505 -5.553 -3.062
H -1.751 -2.978 -2.731
H -0.947 -2.511 -4.213
H -0.624 -4.853 -4.165
H -1.922 -4.871 -5.226
Cl 0.252 0.470 -1.149
C 0.197 2.221 -1.312
C 0.578 2.945 -0.031
Cl -0.797 2.922 1.099
H -0.656 2.702 -1.805
H 0.998 2.460 -2.019
H 0.741 3.994 -0.214
H 1.420 2.365 0.377
Cl 2.547 -1.735 -3.554
C 2.575 -3.491 -4.158
C 2.666 -3.447 -5.672
Cl 1.230 -2.711 -6.352
H 1.708 -3.923 -3.680
H 3.539 -3.871 -3.811
H 2.778 -4.409 -6.154
H 3.462 -2.727 -5.873
Cl -0.939 3.427 -4.805
C -2.309 2.368 -5.217
C -2.218 1.053 -4.523
Cl -0.549 0.216 -4.795
H -2.270 2.210 -6.312
H -3.162 2.979 -4.843
H -2.974 0.342 -4.956
H -2.306 1.060 -3.472

---

55
Properties=species:S:1:pos:R:3 method="wB97M-V/def2-TZVPD" spin_multiplicity=5 e_above_lowest_kcal_mol=7.9 charge=+1 homo_energy_ev="-9.032 / -11.029" homo_lumo_gap_ev="6.79 / 7.36" s2=6.015 e_lumo_ev="-2.2421 / -3.6647"
Rh 0.555 0.045 0.966
O -2.576 1.900 -0.951
S -1.484 1.244 -0.319
O -0.565 2.069 0.438
O -1.742 -0.062 0.230
O -0.447 0.823 -1.700
C -2.216 -2.194 3.784
C -1.190 -2.023 2.697
O -0.429 -1.050 2.699
N -1.148 -3.007 1.778
C -0.246 -3.020 0.630
C 1.196 -3.090 1.079
C 1.835 -4.307 1.269
C 3.130 -4.321 1.758
C 3.749 -3.116 2.049
C 3.049 -1.945 1.828
N 1.807 -1.929 1.347
H -3.101 -1.607 3.534
H -1.814 -1.805 4.716
H -2.508 -3.234 3.916
H -1.831 -3.741 1.838
H -0.388 -2.113 0.044
H -0.502 -3.879 0.014
H 1.318 -5.230 1.043
H 3.646 -5.259 1.915
H 4.756 -3.089 2.442
H 3.493 -0.979 2.040
C 2.823 1.423 0.467
P 2.281 -0.078 -0.880
C 2.031 -1.676 -2.024
C 2.633 1.008 -2.330
C 3.983 1.065 -2.690
C 4.416 1.781 -3.791
C 3.506 2.491 -4.561
C 2.170 2.465 -4.220
C 1.722 1.724 -3.119
P -0.051 1.814 -2.853
C -0.470 3.532 -2.531
C -0.913 1.230 -4.321
H 3.872 1.282 0.723
H 2.206 1.308 1.378
H 2.646 2.401 0.025
H 2.897 -2.329 -1.913
H 1.924 -1.373 -3.064
H 1.138 -2.201 -1.686
H 4.694 0.517 -2.083
H 5.466 1.784 -4.054
H 3.842 3.063 -5.415
H 1.457 3.030 -4.813
H -0.099 4.149 -3.350
H -0.002 3.840 -1.596
H -1.547 3.633 -2.438
H -0.448 1.599 -5.233
H -1.954 1.552 -4.277
H -0.876 0.141 -4.304

---

48
Properties=species:S:1:pos:R:3 method="wB97M-V/def2-TZVPD" e_above_lowest_kcal_mol=0.0 charge=+1 homo_energy_ev=-10.371 homo_lumo_gap_ev=6.23 e_lumo_ev=-4.1402
Pt -0.460 -0.274 -0.263
Br -3.463 5.409 3.364
C -2.521 4.216 2.243
C -1.979 4.680 1.030
C -1.313 3.825 0.198
C -1.165 2.451 0.504
O -0.571 1.712 -0.387
C -1.663 2.004 1.760
C -1.483 0.694 2.274
N -0.897 -0.289 1.665
C -0.693 -1.558 2.265
C -0.670 -1.828 3.604
C -0.469 -3.151 4.055
C -0.297 -4.180 3.175
C -0.294 -3.926 1.783
C -0.115 -4.923 0.796
C -0.123 -4.578 -0.524
C -0.269 -3.226 -0.882
N -0.417 -2.274 0.010
C -0.470 -2.607 1.342
C -2.355 2.916 2.602
H -2.092 5.722 0.761
H -0.887 4.170 -0.735
H -1.870 0.505 3.273
H -0.777 -1.031 4.327
H -0.443 -3.343 5.119
H -0.150 -5.192 3.528
H 0.030 -5.952 1.098
H -0.005 -5.319 -1.301
H -0.260 -2.918 -1.919
H -2.751 2.564 3.547
Cl 2.577 1.496 -0.251
C 3.591 0.101 0.124
Cl 2.653 -1.220 0.855
H 4.353 0.402 0.832
H 4.031 -0.268 -0.795
Se -3.260 1.007 -4.034
N -1.903 1.052 -5.149
C -0.853 0.614 -4.477
C 0.467 0.484 -5.000
C 1.421 -0.008 -4.174
C 1.105 -0.344 -2.828
N -0.080 -0.221 -2.292
C -1.099 0.249 -3.106
N -2.332 0.379 -2.674
H 0.680 0.775 -6.020
H 2.439 -0.138 -4.513
H 1.876 -0.729 -2.173

---

11
Properties=species:S:1:pos:R:3 method="wB97M-V/def2-TZVPD" e_above_lowest_kcal_mol=0.0 charge=+1 homo_energy_ev=-14.391 homo_lumo_gap_ev=10.15 smiles="[NH3+]P(O)C=C=O" e_lumo_ev=-4.2422
C -1.530 -0.705 1.846
C -0.940 0.078 0.935
N 0.833 -0.663 -1.296
O -1.911 -1.488 2.599
O 0.584 1.722 -0.114
P 0.770 0.260 0.613
H -1.621 0.799 0.437
H 1.828 -0.412 -1.533
H 0.071 -0.161 -1.608
H 0.609 -1.637 -1.300
H 1.306 2.207 -0.581

---

20
Properties=species:S:1:pos:R:3 method="wB97M-V/def2-TZVPD" e_above_lowest_kcal_mol=78.0 charge=+1 homo_energy_ev=-13.428 homo_lumo_gap_ev=9.99 e_lumo_ev=-3.4366
C -2.515 -1.479 0.278
C -1.429 -0.452 0.498
C 1.195 -2.426 0.083
C 1.253 3.939 -1.225
C -0.150 -0.502 0.091
N 0.829 0.623 0.516
O 0.462 -1.410 -0.628
O 0.564 2.942 -0.968
H -3.037 -1.813 1.269
H -2.043 -2.245 -0.394
H -1.839 0.476 0.958
H 1.494 -1.944 1.087
H 1.965 -2.755 -0.652
H 0.482 -3.239 0.445
H 1.377 4.238 -2.271
H -3.302 -0.849 -0.211
H 1.800 4.571 -0.547
H 0.748 0.714 1.541
H 0.438 1.464 -0.138
H 1.708 0.146 0.269

---

no.,maximum force (eV Å⁻¹)
1,8.94
2,2.91
3,1.48
4,0.42
5,3.83
6,3.00